[1]
Formula: C20H20ClGeLaN2O
Source: the OMol25 dataset
Level of theory: wB97M-V/def2-TZVPD

Geometry as XYZ:
```
46
Properties=species:S:1:pos:R:3:forces:R:3
La 0.548291 -0.011063 -2.134836 -1.43 1.26 1.41
Cl 4.995213 -3.650348 3.287798 0.03 -0.02 0.06
C 4.319486 -2.794802 1.934297 0.03 -0.03 -0.09
C 4.678436 -3.169675 0.633114 -0.06 0.06 0.12
C 4.155141 -2.494340 -0.435795 -0.12 0.12 -0.17
C 3.223363 -1.430506 -0.286937 0.22 -0.09 0.44
O 2.775547 -0.813253 -1.328283 -1.17 0.00 -0.50
C 2.866288 -1.069698 1.048565 0.25 -0.31 -0.31
C 1.982288 0.009462 1.382097 -0.12 0.30 0.00
N 1.190548 0.655136 0.597328 -0.08 -0.58 -0.79
C 0.398213 1.687822 1.118301 -0.27 0.26 0.29
C -0.077154 1.723363 2.411278 0.14 -0.19 -0.21
C -0.871536 2.781045 2.879434 -0.10 0.19 0.02
C -1.215354 3.813555 2.056228 -0.01 -0.11 0.17
C -0.775956 3.811187 0.715765 0.09 -0.09 -0.09
C -1.122284 4.840533 -0.184392 0.05 -0.04 -0.15
C -0.677784 4.789632 -1.473638 -0.09 0.14 0.07
C 0.104935 3.695026 -1.865013 0.12 -0.15 0.05
N 0.446888 2.713473 -1.062045 -0.01 -0.55 -0.49
C 0.024864 2.746300 0.231356 -0.05 0.09 0.17
C 3.451218 -1.759587 2.131620 -0.11 0.10 0.04
H 5.371480 -3.987516 0.486685 0.01 0.01 -0.01
H 4.434949 -2.756147 -1.448491 0.01 -0.02 0.02
H 2.034689 0.301766 2.434683 -0.02 0.07 0.01
H 0.134326 0.904990 3.086299 0.02 -0.04 -0.04
H -1.216060 2.763819 3.905182 -0.02 -0.01 -0.02
H -1.839517 4.623347 2.411923 0.02 0.02 -0.03
H -1.744452 5.658469 0.157103 0.00 -0.01 0.03
H -0.933723 5.555403 -2.191944 0.03 -0.01 0.00
H 0.467532 3.630886 -2.886063 -0.06 0.01 -0.03
H 3.189322 -1.468466 3.142318 0.01 0.00 0.00
C -1.844809 -2.607379 0.189601 -0.13 0.12 -0.25
Ge -2.512996 -1.663899 -1.447864 -0.60 0.63 -0.13
C -1.982654 -2.842177 -2.974354 0.09 0.17 0.10
C -4.491387 -1.840766 -1.397764 0.11 -0.36 0.04
C -2.018202 0.183526 -1.802965 3.37 -1.18 0.29
H -2.223023 -3.632217 0.203866 0.04 -0.01 0.02
H -2.200509 -2.102594 1.089144 0.03 0.05 -0.01
H -0.751995 -2.642558 0.227098 0.01 -0.01 0.02
H -2.542382 -3.777074 -2.914174 0.09 -0.05 0.01
H -0.916335 -3.104222 -2.986309 0.01 -0.05 0.00
H -2.231206 -2.368070 -3.925903 0.00 0.04 0.02
H -4.792270 -2.891875 -1.345471 -0.05 0.04 0.01
H -4.917524 -1.404644 -2.301907 0.05 0.03 -0.01
H -4.918651 -1.320614 -0.539191 0.08 0.04 0.01
H -1.975234 0.714765 -0.827745 -0.40 0.17 -0.05
```
Positions in Å, forces in eV/Å.

Its net charge is 0. The HOMO-LUMO gap comes out at 4.788 eV. The calculation puts the HOMO energy at -5.64 eV.



[2]
Formula: C20H20ClMoNO5
Source: the OMol25 dataset
Level of theory: wB97M-V/def2-TZVPD

Geometry as XYZ:
```
48
Properties=species:S:1:pos:R:3:forces:R:3
Mo 0.119099 -0.801899 -1.003632 -0.17 0.01 0.11
O -1.181674 1.015836 -0.698930 0.09 0.08 -0.01
C -2.395836 1.006223 -1.453412 -0.07 -0.05 0.03
C -2.880780 -0.424157 -1.521278 -0.06 0.04 -0.06
N -1.817582 -1.327952 -2.005578 -0.01 0.16 -0.08
C -1.546464 -1.110361 -3.452384 0.10 0.02 0.05
C -0.587750 0.066780 -3.697600 -0.03 0.00 0.15
O -0.696170 0.732892 -4.700630 0.06 -0.01 0.03
O 0.321917 0.205520 -2.769090 -0.12 0.04 -0.42
C -2.139942 -2.733930 -1.736918 -0.01 -0.03 0.07
C -0.851068 -3.526230 -1.557353 0.22 0.08 -0.02
O -0.803080 -4.702714 -1.795744 -0.01 -0.04 0.09
O 0.167511 -2.806921 -1.103089 -0.05 -0.06 -0.05
H -1.240664 1.475790 0.151305 -0.07 0.00 0.03
H -2.193609 1.431427 -2.436045 0.02 -0.01 0.01
H -3.154070 1.615353 -0.962261 0.05 0.07 0.00
H -3.764768 -0.486942 -2.165854 0.00 -0.07 0.00
H -3.156246 -0.750364 -0.518052 0.00 0.00 0.01
H -2.474482 -0.968716 -4.008831 -0.01 0.00 0.00
H -1.047838 -2.002184 -3.837778 0.00 -0.02 -0.01
H -2.754450 -3.180040 -2.519112 0.01 -0.01 -0.03
H -2.681286 -2.800542 -0.792190 -0.02 0.01 0.00
Cl 3.948122 0.888462 4.212344 0.00 0.00 -0.03
C 3.231648 0.387364 2.707381 0.00 0.00 0.00
C 2.512655 -0.734514 2.640519 -0.01 -0.05 -0.02
C 1.842868 -1.124296 1.381865 0.09 0.14 0.09
C 2.214576 -0.319593 0.143471 -0.13 -0.12 -0.10
C 2.188704 -1.082140 -1.132255 0.15 0.11 0.15
C 3.074668 0.852859 0.334325 -0.03 -0.02 -0.02
C 3.523136 1.207788 1.543723 0.02 0.02 0.02
H 2.411616 -1.372030 3.508996 -0.02 0.01 0.00
H 1.744662 -2.191568 1.208698 0.00 -0.01 0.00
H 2.538360 -2.104130 -1.025474 -0.01 -0.04 -0.05
H 2.628606 -0.554464 -1.976551 0.03 -0.03 0.00
H 3.379928 1.400595 -0.549476 -0.02 0.00 0.00
H 4.167167 2.067318 1.671703 0.00 -0.01 0.00
C 0.709084 -0.265031 0.871133 -0.02 -0.22 0.05
C 0.272500 0.884267 1.702284 0.08 0.06 0.02
C 0.417228 2.219776 1.322357 0.02 -0.01 -0.05
C -0.088650 3.247791 2.111885 -0.02 -0.01 0.05
C -0.732130 2.958265 3.304767 0.03 0.00 -0.02
C -0.866446 1.633044 3.704341 -0.01 -0.01 0.00
C -0.369368 0.611709 2.913786 -0.04 -0.01 0.01
H 0.932604 2.453242 0.398481 -0.02 0.01 0.00
H 0.033183 4.275776 1.795001 0.00 0.00 -0.01
H -1.118608 3.755826 3.925450 0.00 0.00 -0.01
H -1.361027 1.397143 4.637975 0.01 0.00 0.00
H -0.475848 -0.420316 3.227719 0.00 0.00 0.00
```
Positions in Å, forces in eV/Å.

Its net charge is 0. The HOMO-LUMO gap (alpha / beta) comes out at 7.589 / 7.751 eV. The calculation puts the HOMO energy (alpha / beta) at -7.61 / -7.70 eV.



[3]
Formula: C20H20ClN3O3
Source: the OMol25 dataset
Level of theory: wB97M-V/def2-TZVPD

Geometry as XYZ:
```
47
Properties=species:S:1:pos:R:3:forces:R:3
O -1.897422 -1.443424 0.371855 -0.39 -0.29 0.08
C -0.752087 -1.044400 0.481129 0.35 0.03 0.30
C 0.199370 -1.719662 1.455932 -0.09 -0.15 -0.10
C 0.824383 -2.950112 0.781129 -0.05 0.11 0.40
N 1.535416 -2.597179 -0.419611 0.33 0.05 -0.28
C 2.843410 -2.167725 -0.423165 -0.23 -0.19 0.77
O 3.570810 -2.083973 0.526871 0.20 0.09 0.00
O 3.186816 -1.832463 -1.696873 0.32 0.11 -0.26
C 2.086183 -2.023062 -2.488794 -0.89 -0.22 -0.09
C 1.944753 -1.794792 -3.839580 0.26 0.01 0.38
C 0.695915 -2.055396 -4.388373 -0.13 -0.01 -0.08
C -0.355326 -2.522090 -3.610749 0.00 0.01 -0.16
C -0.211065 -2.754573 -2.251266 0.20 -0.02 0.20
C 1.029422 -2.495701 -1.700388 0.22 0.10 -0.72
N -0.272996 -0.065711 -0.323212 -0.09 0.21 -0.14
C 0.986859 0.636532 -0.257813 0.27 0.02 0.09
C 0.693193 2.160244 -0.178290 0.09 0.01 -0.01
N -0.642189 2.439701 0.282454 0.09 0.15 -0.05
C -0.910137 2.534301 1.640683 -0.07 0.14 0.17
C -0.046958 2.031068 2.618653 -0.02 -0.02 -0.10
C -0.322446 2.156038 3.966430 -0.01 0.02 0.08
C -1.478023 2.786264 4.390209 -0.02 0.02 0.02
C -2.334745 3.326888 3.447545 0.03 -0.08 0.06
C -2.045158 3.219874 2.100645 -0.01 -0.06 0.07
Cl -3.100963 4.037790 0.990558 -0.07 0.16 -0.03
C -1.659264 1.918445 -0.615913 -0.14 -0.17 -0.23
C -1.188172 0.587591 -1.237708 -0.23 -0.05 -0.06
H 0.984634 -1.064620 1.824830 0.03 -0.02 0.01
H -0.397340 -2.060114 2.302680 0.00 0.09 -0.04
H 1.540416 -3.417441 1.462317 -0.14 -0.02 -0.11
H 0.043341 -3.666832 0.519121 0.09 0.01 0.03
H 2.766742 -1.431207 -4.433269 0.11 0.05 -0.08
H 0.541738 -1.888575 -5.442888 -0.01 0.01 -0.10
H -1.311810 -2.708591 -4.073770 -0.09 -0.02 -0.05
H -1.035700 -3.101421 -1.650653 -0.12 -0.01 0.10
H 1.564707 0.427468 -1.167893 0.02 0.00 0.08
H 1.577958 0.305415 0.593135 -0.03 -0.01 -0.05
H 1.414037 2.660083 0.468785 0.02 0.00 -0.10
H 0.779078 2.599016 -1.177936 0.09 -0.02 0.07
H 0.858041 1.526372 2.323194 0.11 -0.09 -0.10
H 0.368627 1.746410 4.687732 0.06 -0.04 0.06
H -1.705870 2.873458 5.440553 -0.02 0.02 0.10
H -3.224116 3.855744 3.753136 -0.08 0.05 -0.01
H -2.572915 1.738816 -0.051820 0.08 0.02 -0.10
H -1.869821 2.646568 -1.408104 -0.12 -0.09 0.05
H -0.664102 0.749043 -2.184258 0.00 -0.02 0.01
H -2.037224 -0.074062 -1.407250 0.11 0.11 -0.08
```
Positions in Å, forces in eV/Å.

Its net charge is 0. The HOMO-LUMO gap comes out at 8.730 eV. The calculation puts the HOMO energy at -8.10 eV.



[4]
Formula: C20H20Co2N3O6
Source: the OMol25 dataset
Level of theory: wB97M-V/def2-TZVPD

Geometry as XYZ:
```
51
Properties=species:S:1:pos:R:3:forces:R:3
O -2.360154 0.204757 -1.328214 1.14 -0.06 0.61
C -1.294627 -0.048162 -0.933579 -0.41 -0.08 -0.63
Co 0.296970 -0.608667 -0.492998 -0.64 -0.86 0.51
C 1.493263 0.561264 -1.131978 0.70 1.44 -0.98
O 2.189507 1.348279 -1.608344 -0.49 -0.82 0.41
C 0.268168 -0.710000 1.270936 -0.17 -0.51 1.14
O 0.223450 -0.794492 2.425161 -0.05 0.19 -0.59
C -0.161402 -1.954197 -1.808556 -1.73 1.40 -1.10
C -1.428548 -2.692075 -1.839573 0.18 -0.75 -0.44
C -2.196082 -2.905913 -0.677595 -0.07 -0.22 -0.21
C -3.364818 -3.660572 -0.734126 -0.11 0.05 -0.47
C -3.824748 -4.165269 -1.962665 0.30 -0.03 0.23
C -3.049074 -3.964764 -3.109963 -0.22 -0.12 -0.14
C -1.857687 -3.248926 -3.059727 -0.27 0.18 0.43
C 0.692678 -1.474911 -2.842634 -2.66 1.81 -1.95
C 0.778528 -0.509987 -3.776097 0.05 -1.21 -0.40
Co 1.584486 -2.385305 -1.623405 3.82 -2.14 2.58
C 1.800954 -2.671670 0.145138 0.38 -1.20 0.56
O 2.118651 -3.160147 1.146352 -0.47 0.94 -0.75
C 2.014548 -4.007629 -2.211277 0.04 -1.15 -0.39
O 2.429247 -5.016938 -2.591390 -0.49 1.13 0.40
C 3.078528 -1.575507 -2.066745 2.11 0.63 -0.29
O 4.070394 -1.077580 -2.387275 -1.34 -0.51 0.25
H -1.885357 -2.457680 0.272413 0.05 -0.22 -0.44
H -3.932579 -3.843244 0.179745 0.08 0.10 -0.24
H -4.767253 -4.722012 -2.011263 0.40 0.19 -0.02
H -3.372177 -4.374223 -4.071712 -0.01 0.11 0.32
H -1.267260 -3.069152 -3.966245 -0.20 -0.12 0.42
H 1.761980 -0.254150 -4.181496 -0.42 0.11 -0.08
H -0.127343 -0.059508 -4.192926 0.35 0.05 0.12
C -1.522652 3.561643 2.619753 0.05 0.16 -0.17
N -0.563083 3.072670 1.652293 -0.58 0.91 0.08
C -1.156404 2.776788 0.371862 -0.27 -0.38 -0.34
C 0.697510 2.593616 1.857246 1.33 -1.79 -1.05
N 1.163653 1.743506 0.969429 0.00 2.07 1.79
N 1.501334 3.040072 2.882475 0.15 0.89 0.82
C 1.128230 3.463857 4.217606 0.10 -0.09 0.10
C 2.943762 2.928975 2.757639 -0.19 -0.20 -0.14
H -1.096035 4.352350 3.238628 -0.35 -0.06 -0.09
H -2.349774 3.997762 2.042302 0.23 -0.07 0.28
H -1.954137 2.760524 3.240807 0.16 0.15 0.05
H -0.357127 2.613988 -0.349073 -0.28 -0.05 -0.04
H -1.786488 1.880736 0.426293 0.12 0.19 -0.12
H -1.789606 3.615517 0.059259 0.13 -0.03 0.06
H 2.095170 1.416049 1.248699 -0.51 0.13 -0.23
H 0.077930 3.721237 4.316922 0.36 -0.16 0.06
H 1.359423 2.675903 4.952995 -0.05 0.12 -0.05
H 1.740991 4.342667 4.471756 -0.29 -0.11 0.10
H 3.222438 2.915013 1.700028 0.05 0.07 0.26
H 3.400273 3.801231 3.242987 -0.03 -0.14 -0.10
H 3.332327 2.024277 3.250109 0.03 0.08 -0.12
```
Positions in Å, forces in eV/Å.

Its net charge is -1. The HOMO-LUMO gap comes out at 6.372 eV. The calculation puts the HOMO energy at -3.78 eV.



[5]
Formula: C20H20F2O4
Source: the OMol25 dataset
Level of theory: wB97M-V/def2-TZVPD

Geometry as XYZ:
```
46
Properties=species:S:1:pos:R:3:forces:R:3
C -4.368961 2.216474 -2.161173 0.00 0.17 -0.06
C -3.505416 1.004905 -1.931686 0.44 -0.27 0.17
O -2.227308 1.418443 -1.361840 -0.73 -0.40 -0.44
C -1.228046 0.518856 -1.497321 1.03 -0.75 -0.33
C 0.049224 1.071722 -1.082789 -0.22 -0.83 -0.32
F 0.028067 2.416365 -0.978591 0.09 0.44 0.70
C 1.344607 0.545126 -1.475813 -0.65 -0.47 -0.15
O 1.609611 -0.606298 -1.824116 -0.11 0.63 0.18
O 2.282522 1.509657 -1.407285 0.54 -0.53 -0.40
C 3.554485 1.051145 -1.916921 0.06 0.05 0.10
C 4.393256 2.268735 -2.170627 0.21 0.27 -0.11
O -1.351423 -0.619093 -1.949436 -0.52 0.74 0.34
H -5.362134 1.889471 -2.466917 -0.08 -0.07 0.03
H -4.473185 2.815308 -1.257096 0.04 0.03 -0.01
H -3.982904 2.838581 -2.970314 0.11 0.04 0.15
H -3.987592 0.306940 -1.230214 0.20 0.10 -0.21
H -3.312900 0.485273 -2.877640 -0.03 -0.02 0.30
H 4.022568 0.391133 -1.170974 -0.18 0.10 -0.23
H 3.393911 0.482911 -2.840524 0.03 0.05 0.31
H 5.404100 1.964089 -2.438605 0.09 -0.02 0.02
H 3.999908 2.853147 -3.006608 -0.05 0.00 0.18
H 4.447485 2.898730 -1.281359 0.00 0.01 -0.07
F 3.812030 0.977685 4.456786 -0.68 -0.41 -0.81
C 2.967356 0.423088 3.528374 0.34 -0.18 0.71
C 3.493489 -0.490098 2.615199 -0.36 0.23 0.17
C 2.628092 -1.049492 1.687641 -0.79 0.12 -0.37
C 1.235567 -0.760582 1.695169 0.70 1.25 0.95
C 0.393188 -1.307643 0.674976 -0.31 -0.27 -0.28
C -0.888764 -1.872553 0.844402 -1.08 -0.15 0.16
C -1.460691 -2.655092 -0.207146 0.72 0.75 0.13
C -2.778822 -3.061211 -0.148864 -0.48 -0.13 0.29
C -3.599712 -2.659267 0.919151 0.57 -0.37 -0.28
C -3.035463 -1.975781 2.005932 0.32 0.03 0.23
C -1.686320 -1.644698 2.000934 -0.24 0.04 -0.21
C 0.754215 0.162295 2.665027 0.25 -0.15 -0.18
C 1.611957 0.739695 3.595514 0.10 -0.23 -0.27
H 4.542271 -0.767797 2.643515 -0.13 0.21 -0.01
H 2.992313 -1.720845 0.911026 0.05 0.10 0.25
H 0.848230 -1.493540 -0.285883 0.23 -0.15 -0.17
H -0.814901 -2.898793 -1.052049 -0.35 0.06 0.19
H -3.165171 -3.703378 -0.939932 -0.04 0.31 0.17
H -4.651614 -2.951966 0.936300 0.32 0.14 -0.01
H -3.639183 -1.735756 2.884919 0.16 -0.10 -0.34
H -1.225849 -1.174473 2.869046 -0.36 -0.23 -0.24
H -0.289530 0.491558 2.633286 0.54 -0.12 0.01
H 1.227453 1.407004 4.364517 0.25 -0.02 -0.26
```
Positions in Å, forces in eV/Å.

Its net charge is 0. The HOMO-LUMO gap comes out at 5.127 eV. The calculation puts the HOMO energy at -7.19 eV.



Number 1: strongest force on any atom 3.58 eV Å⁻¹, total energy -3527.47657 hartree. Number 2: strongest force on any atom 0.44 eV Å⁻¹, total energy -1733.43502 hartree. Number 3: strongest force on any atom 0.92 eV Å⁻¹, total energy -1624.36341 hartree. Number 4: strongest force on any atom 5.08 eV Å⁻¹, total energy -4155.27888 hartree. Number 5: strongest force on any atom 1.72 eV Å⁻¹, total energy -1274.71633 hartree.